(1)
{
  "formula": "C2N4O",
  "method": "wB97M-V/def2-TZVPD",
  "max_force_ha_per_bohr": 0.0601,
  "relative_energy_ev": 4.724,
  "gap_ev": [9.03, 7.68],
  "e_lumo_ev": [-3.1, -3.6],
  "homo_energy_ev": [-12.129, -11.232],
  "species": ["O", "N", "N", "N", "N", "C", "C"],
  "coordinates": [[2.148657, 1.290807, 0.836642], [1.203935, 0.653839, 1.150252], [0.286180, 0.120177, 0.570362], [-0.457644, -0.095554, -2.906521], [-1.709615, -1.156572, 1.187833], [-0.256895, -0.013689, -1.788814], [-0.759324, -0.555980, 0.950023]],
  "forces_ev_per_angstrom": [[-0.56, -0.39, -0.08], [0.76, 0.44, 1.13], [0.51, 0.56, -3.00], [-0.43, -0.17, -2.23], [-0.14, -0.10, 0.05], [0.77, 0.34, 2.77], [-0.91, -0.68, 1.36]]
}

=====

(2)
{
  "formula": "C2NO5S",
  "method": "wB97M-V/def2-TZVPD",
  "max_force_ha_per_bohr": 0.0521,
  "relative_energy_ev": 5.142,
  "gap_ev": 7.68,
  "total_charge": -1,
  "e_lumo_ev": 3.6,
  "homo_energy_ev": -4.108,
  "species": ["S", "O", "O", "O", "O", "O", "N", "C", "C"],
  "coordinates": [[0.655888, -1.135411, -0.381861], [0.346932, -0.635265, -1.980460], [0.688465, -0.935029, 1.497044], [-0.994889, -0.951072, 0.067995], [-0.434804, 2.411602, -1.166972], [-1.343372, -0.274078, 2.245826], [1.169914, 0.139580, -1.063606], [-0.605390, -0.708119, 1.414771], [0.517256, 2.087792, -0.632738]],
  "forces_ev_per_angstrom": [[-0.76, -1.88, -1.75], [-0.77, -1.31, -0.78], [-0.73, 0.38, -0.35], [1.53, 0.21, 1.76], [-0.37, -0.42, -0.53], [-0.47, -0.34, 0.24], [1.65, 1.09, 0.57], [-0.33, 0.59, -0.21], [0.24, 1.66, 1.05]]
}

=====

(3)
{
  "formula": "C2NaO4Tl",
  "method": "wB97M-V/def2-TZVPD",
  "max_force_ha_per_bohr": 0.0511,
  "gap_ev": [3.45, 4.87],
  "total_charge": -1,
  "e_lumo_ev": [1.6, 1.6],
  "s_squared": 0.753,
  "multiplicity": 2,
  "homo_energy_ev": [-1.890, -3.316],
  "species": ["Tl", "Na", "O", "O", "O", "O", "C", "C"],
  "coordinates": [[-2.133848, -1.741492, 3.667535], [0.403146, 2.506208, -1.426090], [1.611319, -1.180571, -1.016320], [-1.572727, -0.076311, 1.794257], [0.146632, 0.475791, -0.449897], [1.429084, 0.682109, -2.240934], [1.110892, -0.055710, -1.245330], [-0.994501, -0.610026, 0.916780]],
  "forces_ev_per_angstrom": [[-0.13, -0.31, 0.38], [0.18, -1.19, 0.04], [-0.39, 0.69, 0.13], [1.49, 0.40, -2.13], [0.02, 1.03, 0.35], [0.31, 1.16, -0.76], [-0.33, -1.08, 0.58], [-1.15, -0.69, 1.39]]
}

=====

(4)
{
  "formula": "C2O2S2",
  "method": "wB97M-V/def2-TZVPD",
  "max_force_ha_per_bohr": 0.0690,
  "smiles": "O=C=S.O=C=S",
  "relative_energy_ev": 0.357,
  "gap_ev": 10.87,
  "e_lumo_ev": 0.3,
  "homo_energy_ev": -10.520,
  "species": ["S", "S", "O", "O", "C", "C"],
  "coordinates": [[-2.605780, -0.942734, 0.192204], [0.774035, -0.226165, -0.709483], [3.166541, -0.357064, 0.521038], [-1.473407, 1.505407, 0.013123], [2.097891, -0.421082, 0.038635], [-1.959278, 0.441636, -0.055517]],
  "forces_ev_per_angstrom": [[-0.32, -0.60, -0.51], [-0.75, -0.52, -0.59], [-1.87, -0.76, -0.45], [-0.90, -1.47, -0.89], [3.26, 1.06, 0.89], [0.57, 2.29, 1.55]]
}

=====

(5)
{
  "formula": "C2O2S2",
  "method": "wB97M-V/def2-TZVPD",
  "max_force_ha_per_bohr": 0.0682,
  "relative_energy_ev": 1.132,
  "gap_ev": [6.34, 7.07],
  "e_lumo_ev": [0.6, -3.7],
  "s_squared": 2.005,
  "multiplicity": 3,
  "homo_energy_ev": [-5.776, -10.808],
  "species": ["S", "S", "O", "O", "C", "C"],
  "coordinates": [[-2.688078, 0.271772, -0.106629], [3.232846, 1.110372, 0.150861], [-0.753833, -1.171092, 1.173751], [0.831157, 0.445313, -0.970888], [1.875216, 0.742275, -0.500942], [-1.537054, -0.510947, 0.597525]],
  "forces_ev_per_angstrom": [[-2.89, 1.39, -1.41], [0.24, 0.10, 0.05], [1.08, -1.78, 1.38], [2.62, 0.83, 1.00], [-2.84, -0.90, -1.10], [1.79, 0.36, 0.08]]
}

=====

(6)
{
  "formula": "C2O3Pb",
  "method": "wB97M-V/def2-TZVPD",
  "max_force_ha_per_bohr": 0.0684,
  "gap_ev": [7.55, 10.72],
  "total_charge": 1,
  "e_lumo_ev": [-6.0, -6.1],
  "s_squared": 0.756,
  "multiplicity": 2,
  "homo_energy_ev": [-13.509, -16.834],
  "species": ["Pb", "O", "O", "O", "C", "C"],
  "coordinates": [[0.096843, -0.457037, -0.739029], [1.959081, -0.457573, 0.219137], [1.069121, 1.542584, -0.032677], [-1.996918, -0.675511, -0.043635], [-3.093920, -0.737877, 0.241816], [1.965793, 0.785415, 0.354389]],
  "forces_ev_per_angstrom": [[0.76, -0.19, -3.43], [1.91, -0.47, 1.56], [-0.02, -0.05, 0.33], [-2.34, -0.15, 1.34], [-0.78, -0.06, 0.17], [0.48, 0.91, 0.03]]
}